Entry 1:
Computed, not measured: a structure of composition C32H33N2Sb2ScSe, with ωB97M-V with the def2-TZVPD basis set.

Calculated values
- Net charge: +2
- Maximum force: 0.616 eV/Å
- 2S+1: 1
- ΔE to the lowest compared entry with this formula, charge and spin: 0.0 kcal per mole

Last column: Löwdin charge in e.
Positions of all 71 atoms, in Å:
Sc1 0.727 -0.695 -0.874  0.51
C1 0.405 1.514 2.987  -0.35
C2 -0.750 2.219 2.282  -0.35
C3 -0.391 3.125 1.107  -0.35
Sb1 0.698 2.380 -0.594  1.47
C4 0.546 4.001 -1.915  -0.42
C5 1.684 4.512 -2.528  -0.13
C6 1.576 5.603 -3.379  -0.06
C7 0.337 6.180 -3.613  -0.05
C8 -0.802 5.671 -3.000  -0.06
C9 -0.700 4.582 -2.150  -0.13
C10 -0.855 1.139 -1.473  -0.48
C11 -1.664 0.278 -0.706  -0.21
C12 -2.663 -0.494 -1.296  -0.03
C13 -2.893 -0.389 -2.661  -0.03
C14 -2.095 0.443 -3.434  -0.03
C15 -1.065 1.176 -2.856  -0.10
Sb2 1.108 -0.298 2.089  1.49
C16 -0.427 -1.674 2.530  -0.39
C17 -0.904 -2.424 1.460  -0.18
C18 -1.883 -3.391 1.625  -0.06
C19 -2.397 -3.616 2.894  -0.04
C20 -1.931 -2.880 3.975  -0.04
C21 -0.950 -1.916 3.797  -0.09
C22 2.719 -0.824 3.319  -0.39
C23 3.788 -1.552 2.810  -0.14
C24 4.834 -1.926 3.640  -0.06
C25 4.812 -1.570 4.981  -0.05
C26 3.747 -0.843 5.493  -0.05
C27 2.700 -0.467 4.665  -0.12
H1 0.083 1.199 3.982  0.06
H2 1.268 2.168 3.127  0.08
H3 -1.238 2.864 3.019  0.12
H4 -1.522 1.497 2.004  0.09
H5 0.229 3.958 1.450  0.07
H6 -1.296 3.566 0.684  0.07
H7 2.659 4.075 -2.349  0.09
H8 2.460 6.004 -3.855  0.12
H9 0.257 7.031 -4.275  0.12
H10 -1.766 6.125 -3.184  0.12
H11 -1.597 4.192 -1.680  0.10
H12 -1.555 0.234 0.378  0.08
H13 -3.271 -1.150 -0.685  0.13
H14 -3.682 -0.968 -3.121  0.13
H15 -2.269 0.517 -4.499  0.13
H16 -0.452 1.812 -3.484  0.12
H17 -0.528 -2.284 0.428  0.03
H18 -2.239 -3.969 0.782  0.10
H19 -3.159 -4.369 3.044  0.12
H20 -2.330 -3.063 4.963  0.12
H21 -0.590 -1.367 4.659  0.11
H22 3.814 -1.852 1.767  0.08
H23 5.663 -2.495 3.242  0.12
H24 5.626 -1.861 5.630  0.12
H25 3.731 -0.567 6.538  0.12
H26 1.881 0.105 5.084  0.10
Se1 0.869 -2.211 -2.830  0.76
C28 -0.858 -2.948 -3.205  -0.63
C29 -1.548 -3.702 -2.267  -0.12
C30 -2.809 -4.174 -2.606  -0.13
N1 -3.386 -3.952 -3.781  0.09
C31 -2.692 -3.271 -4.685  -0.13
C32 -1.427 -2.745 -4.453  -0.12
H27 -1.117 -3.945 -1.304  0.09
H28 -3.376 -4.763 -1.894  0.12
H29 -3.165 -3.130 -5.650  0.12
H30 -0.917 -2.198 -5.234  0.11
N2 2.951 -0.571 -1.181  -0.04
H31 3.185 -0.572 -2.175  0.06
H32 3.453 -1.362 -0.777  0.07
H33 3.348 0.278 -0.782  0.05


Entry 2:
Computed, not measured: a cluster of 2 separate species, C32H33N4O4 in total in a non-equilibrium geometry, with ωB97M-V with the def2-TZVPD basis set.

Calculated values
- Net charge: +1
- Maximum force: 4.304 eV/Å
- 2S+1: 1
- ΔE to the lowest compared entry with this formula, charge and spin: 0.0 kcal per mole

Last column: Löwdin charge in e.
Positions of all 73 atoms, in Å:
C1 1.546 -2.751 1.654  -0.04
O1 0.250 -2.229 1.304  -0.09
C2 -0.418 -2.791 0.268  -0.21
C3 -1.750 -2.387 0.166  -0.05
N1 -2.271 -1.504 1.184  0.03
C4 -1.889 -0.237 1.353  -0.07
N2 -2.174 0.116 2.608  -0.07
C5 -1.722 1.300 3.311  0.00
C6 -2.986 -0.881 3.174  -0.02
C7 -3.059 -1.881 2.288  0.01
C8 -2.631 -3.010 -0.710  -0.21
O2 -3.903 -2.532 -0.648  -0.09
C9 -4.865 -3.009 -1.609  -0.04
C10 -2.159 -4.030 -1.557  -0.01
C11 -0.813 -4.393 -1.489  -0.06
C12 0.064 -3.804 -0.580  -0.01
H1 1.738 -2.365 2.655  0.09
H2 1.543 -3.850 1.670  0.10
H3 2.305 -2.381 0.951  0.09
H4 -0.800 1.681 2.848  0.09
H5 -2.485 2.093 3.297  0.10
H6 -1.518 1.032 4.357  0.10
H7 -3.386 -0.772 4.165  0.12
H8 -3.536 -2.843 2.321  0.13
H9 -5.783 -2.480 -1.351  0.09
H10 -4.553 -2.760 -2.633  0.10
H11 -5.008 -4.095 -1.516  0.10
H12 -2.848 -4.524 -2.245  0.11
H13 -0.437 -5.170 -2.154  0.11
H14 1.100 -4.138 -0.485  0.11
C13 6.090 -2.433 -3.214  -0.05
O3 6.044 -2.246 -1.780  -0.08
C14 5.379 -1.168 -1.284  -0.25
C15 5.505 -0.923 0.105  0.02
C16 4.856 0.160 0.677  -0.01
C17 3.982 0.930 -0.097  -0.22
N3 3.250 1.948 0.537  0.06
C18 1.966 2.334 0.225  -0.08
C19 0.953 1.383 -0.203  -0.32
C20 -0.274 2.001 -0.720  -0.12
C21 -1.461 1.483 -0.397  -0.09
C22 -2.731 2.022 -0.768  -0.22
C23 -3.959 1.365 -0.498  -0.02
C24 -5.176 2.023 -0.666  -0.08
C25 -5.208 3.336 -1.158  -0.08
C26 -4.013 3.967 -1.532  -0.09
C27 -2.798 3.313 -1.374  -0.03
O4 1.120 0.154 -0.082  0.10
N4 1.699 3.422 0.995  -0.03
C28 0.474 4.195 1.052  0.01
C29 2.814 3.741 1.758  0.01
C30 3.758 2.810 1.506  0.03
C31 3.860 0.709 -1.472  0.01
C32 4.579 -0.314 -2.082  0.01
H15 6.666 -3.350 -3.338  0.10
H16 5.082 -2.557 -3.636  0.09
H17 6.602 -1.595 -3.709  0.10
H18 6.120 -1.591 0.705  0.13
H19 4.986 0.383 1.738  0.12
H20 -0.097 2.868 -1.373  0.10
H21 -1.326 0.352 0.556  0.04
H22 -3.921 0.334 -0.148  0.10
H23 -6.105 1.513 -0.409  0.10
H24 -6.156 3.864 -1.262  0.10
H25 -4.025 4.976 -1.948  0.10
H26 -1.866 3.800 -1.673  0.10
H27 0.634 4.982 1.798  0.10
H28 0.247 4.666 0.087  0.11
H29 -0.383 3.589 1.372  0.09
H30 2.812 4.585 2.428  0.14
H31 4.732 2.674 1.935  0.14
H32 3.231 1.355 -2.084  0.13
H33 4.511 -0.465 -3.162  0.11


Entry 3:
Computed, not measured: a structure of composition C32H34BClCoFN7O5S2 in a non-equilibrium geometry, with ωB97M-V with the def2-TZVPD basis set.

Calculated values
- Maximum force: 1.057 eV/Å
- Energy: -4763.400405 hartree
- 2S+1: 2

Last column: Löwdin spin population.
Positions of all 84 atoms, in Å:
Co1 -2.893 -0.261 -0.470  0.95
F1 3.086 -2.734 -0.074  0.00
C1 2.784 -1.412 -0.053  0.00
C2 1.476 -1.072 -0.267  0.00
C3 1.092 0.264 -0.322  0.00
C4 -0.263 0.598 -0.710  0.00
O1 -1.045 -0.309 -1.032  0.00
C5 -0.589 1.990 -0.726  0.00
C6 0.357 2.896 -0.398  0.00
N1 1.640 2.576 -0.036  0.00
C7 2.575 3.642 0.195  0.00
C8 3.246 3.789 1.533  0.00
C9 2.189 4.762 1.109  0.00
C10 2.046 1.259 -0.049  0.00
C11 3.367 0.886 0.197  0.00
C12 3.769 -0.448 0.167  0.00
N2 5.152 -0.734 0.416  0.00
C13 5.607 -2.124 0.501  0.00
C14 7.074 -2.100 1.001  0.00
N3 7.273 -0.765 1.641  0.00
C15 7.355 0.278 0.579  0.00
C16 6.134 0.042 -0.343  0.00
C17 -1.959 2.466 -1.168  0.00
O2 -2.075 3.648 -1.487  0.00
O3 -2.879 1.595 -1.150  -0.01
H1 0.712 -1.828 -0.408  0.00
H2 0.119 3.950 -0.415  0.00
H3 3.163 3.906 -0.679  0.00
H4 4.277 4.116 1.546  0.00
H5 2.993 3.078 2.309  0.00
H6 2.480 5.764 0.829  0.00
H7 1.229 4.702 1.602  0.00
H8 4.092 1.649 0.438  0.00
H9 5.549 -2.646 -0.458  0.00
H10 4.988 -2.662 1.212  0.00
H11 7.786 -2.196 0.184  0.00
H12 7.262 -2.892 1.720  0.00
H13 8.045 -0.731 2.301  0.00
H14 6.370 -0.569 2.100  0.00
H15 8.297 0.175 0.045  0.00
H16 7.319 1.254 1.059  0.00
H17 6.435 -0.495 -1.250  0.00
H18 5.709 0.988 -0.656  0.00
C18 -0.524 -3.857 -2.567  0.00
N4 -1.733 -3.290 -3.101  0.00
C19 -2.073 -3.239 -4.439  0.00
C20 -3.331 -2.754 -4.495  0.00
N5 -3.776 -2.516 -3.214  0.00
B1 -5.275 -2.201 -2.853  0.00
N6 -5.509 -0.654 -2.857  0.00
C21 -5.831 0.082 -3.974  0.00
C22 -6.006 1.371 -3.601  0.00
N7 -5.793 1.423 -2.244  0.00
C23 -5.846 2.617 -1.423  0.00
C24 -5.475 0.184 -1.803  0.00
S1 -5.165 -0.188 -0.153  -0.03
C25 -2.787 -2.839 -2.355  0.00
S2 -2.764 -2.715 -0.654  0.01
H19 0.337 -3.526 -3.150  0.00
H20 -0.570 -4.948 -2.580  0.00
H21 -0.433 -3.531 -1.534  0.00
H22 -1.402 -3.546 -5.222  0.00
H23 -3.956 -2.560 -5.348  0.00
H24 -5.947 -2.671 -3.738  0.00
H25 -5.520 -2.644 -1.776  0.00
H26 -5.925 -0.375 -4.943  0.00
H27 -6.278 2.239 -4.175  0.00
H28 -6.025 3.470 -2.073  0.00
H29 -4.897 2.743 -0.908  0.00
H30 -6.643 2.532 -0.685  0.00
Cl1 -2.001 -1.301 8.084  0.00
C26 -2.158 -0.771 6.431  0.00
C27 -2.252 0.584 6.158  0.00
C28 -2.361 0.997 4.839  0.00
C29 -2.373 0.070 3.805  0.00
C30 -2.291 -1.285 4.101  0.00
C31 -2.183 -1.713 5.416  0.00
C32 -2.480 0.554 2.363  0.00
O4 -2.556 1.763 2.148  0.00
O5 -2.417 -0.386 1.500  0.04
H31 -2.243 1.299 6.971  0.00
H32 -2.441 2.046 4.584  0.00
H33 -2.317 -1.991 3.282  0.00
H34 -2.125 -2.768 5.652  0.00